Here is a molecular structure, C54H64Br6N2O40V in a non-equilibrium geometry from the OMol25 dataset. Energies are from ωB97M-V/def2-TZVPD.

Element x y z (Å)
O (0.020, -0.617, 1.174)
V (-0.808, 0.469, 0.414)
O (-1.459, 0.082, -1.028)
C (-0.463, 4.296, 1.144)
C (-0.594, 2.976, 1.141)
C (-1.761, 2.398, 1.992)
O (-1.889, 1.131, 1.747)
C (-2.641, 3.207, 2.671)
C (-2.462, 4.666, 2.607)
C (-1.307, 5.284, 1.786)
O (-1.106, 6.476, 1.775)
O (-3.110, 5.484, 3.224)
O (0.164, 2.091, 0.574)
H (0.290, 4.602, 0.427)
H (-3.423, 2.755, 3.279)
C (-2.230, -2.797, -1.117)
C (-2.672, -2.118, -2.452)
O (-3.034, -3.225, -3.296)
C (-2.995, -4.371, -2.599)
O (-3.302, -5.441, -3.036)
O (-2.624, -4.151, -1.324)
H (-2.796, -2.399, -0.310)
H (-1.179, -2.700, -0.903)
H (-1.844, -1.618, -2.950)
H (-3.585, -1.532, -2.360)
C (-5.880, 3.130, -0.507)
C (-4.839, 2.243, 0.184)
O (-4.750, 1.027, -0.576)
C (-5.787, 1.015, -1.459)
O (-6.039, 0.118, -2.145)
O (-6.504, 2.190, -1.326)
H (-5.421, 3.950, -1.078)
H (-6.616, 3.515, 0.183)
H (-5.172, 2.038, 1.189)
H (-3.829, 2.678, 0.264)
C (3.569, -3.579, 0.528)
C (2.593, -2.600, 1.383)
O (2.136, -3.521, 2.339)
C (2.241, -4.792, 1.890)
O (1.722, -5.750, 2.473)
O (3.005, -4.839, 0.795)
H (4.583, -3.505, 0.904)
H (3.675, -3.491, -0.564)
H (1.746, -2.161, 0.832)
H (3.189, -1.864, 1.853)
C (4.734, 1.982, 0.906)
C (4.243, 3.456, 1.162)
O (5.259, 4.295, 0.609)
C (6.215, 3.480, 0.083)
O (7.212, 3.941, -0.454)
O (5.902, 2.213, 0.050)
H (3.928, 1.336, 0.442)
H (5.170, 1.483, 1.746)
H (4.055, 3.728, 2.211)
H (3.316, 3.604, 0.591)
C (4.119, 1.279, 6.083)
C (2.652, 1.234, 6.268)
O (2.242, 0.763, 4.956)
C (3.104, 1.351, 4.116)
O (2.896, 1.475, 2.898)
O (4.184, 1.702, 4.767)
H (4.547, 0.280, 6.206)
H (4.625, 1.991, 6.696)
H (2.244, 2.260, 6.374)
H (2.288, 0.536, 7.034)
C (-2.652, 2.837, -2.814)
C (-1.259, 2.243, -3.110)
O (-0.790, 3.170, -4.070)
C (-1.331, 4.365, -3.828)
O (-0.812, 5.410, -4.134)
O (-2.562, 4.192, -3.251)
H (-2.861, 2.823, -1.775)
H (-3.489, 2.262, -3.337)
H (-1.242, 1.271, -3.590)
H (-0.622, 2.229, -2.225)
C (-3.150, -1.628, 2.879)
C (-4.464, -1.706, 3.694)
O (-4.458, -3.075, 4.184)
C (-3.544, -3.793, 3.547)
O (-3.349, -4.976, 3.709)
O (-2.808, -3.001, 2.712)
H (-2.325, -1.114, 3.405)
H (-3.288, -1.183, 1.896)
H (-5.382, -1.505, 3.146)
H (-4.510, -1.043, 4.591)
C (-0.122, -4.427, -4.595)
C (1.452, -4.720, -4.564)
O (1.718, -4.758, -3.135)
C (0.806, -4.011, -2.509)
O (0.942, -3.562, -1.415)
O (-0.216, -3.719, -3.314)
H (-0.699, -5.386, -4.539)
H (-0.552, -3.823, -5.414)
H (2.064, -3.926, -5.031)
H (1.750, -5.717, -4.915)
C (1.636, 5.627, 3.388)
C (1.184, 4.186, 3.612)
O (1.932, 3.853, 4.780)
C (2.989, 4.697, 4.920)
O (3.911, 4.544, 5.643)
O (2.855, 5.704, 4.098)
H (0.899, 6.385, 3.669)
H (1.735, 5.662, 2.293)
H (1.468, 3.538, 2.768)
H (0.130, 4.046, 3.766)
C (-4.692, -2.774, -5.903)
C (-3.453, -3.056, -6.805)
O (-2.644, -1.991, -6.634)
C (-3.249, -1.026, -5.875)
O (-2.718, 0.098, -5.734)
O (-4.422, -1.442, -5.481)
H (-4.719, -3.389, -5.003)
H (-5.653, -2.843, -6.422)
H (-3.684, -3.025, -7.858)
H (-3.025, -4.042, -6.537)
Br (-1.438, 4.381, 5.789)
C (-1.199, 2.553, 6.368)
C (-2.509, 1.763, 6.374)
Br (-2.281, -0.074, 6.974)
H (-0.687, 2.595, 7.316)
H (-0.518, 2.124, 5.622)
H (-2.897, 1.679, 5.354)
H (-3.233, 2.263, 6.999)
Br (-0.195, -6.969, -1.506)
C (-0.512, -6.010, 0.185)
C (-1.722, -6.441, 1.034)
Br (-1.497, -8.304, 1.757)
H (-0.558, -4.953, -0.036)
H (0.378, -6.112, 0.804)
H (-2.578, -6.453, 0.348)
H (-1.834, -5.825, 1.894)
Br (-1.645, -3.824, 6.763)
C (-0.317, -4.629, 5.570)
C (-0.111, -3.739, 4.370)
Br (0.742, -1.990, 4.931)
H (-0.628, -5.588, 5.224)
H (0.589, -4.771, 6.120)
H (-0.976, -3.377, 3.867)
H (0.680, -4.115, 3.751)
C (1.659, -1.054, -5.492)
C (3.004, -0.964, -5.155)
C (3.393, -0.661, -3.854)
C (2.365, -0.576, -2.915)
C (1.049, -0.772, -3.147)
C (0.689, -0.932, -4.524)
N (2.789, -0.354, -1.545)
O (2.031, 0.087, -0.730)
O (3.954, -0.560, -1.310)
H (1.276, -1.240, -6.495)
H (3.746, -1.097, -5.900)
H (4.402, -0.574, -3.477)
H (0.325, -0.696, -2.326)
H (-0.362, -1.009, -4.903)
C (2.206, 3.792, -3.039)
C (2.462, 4.255, -4.339)
C (3.612, 3.884, -4.969)
C (4.382, 2.923, -4.380)
C (4.227, 2.507, -3.068)
C (3.090, 2.934, -2.404)
N (5.517, 2.377, -5.101)
O (5.796, 1.218, -4.830)
O (6.033, 3.011, -5.983)
H (1.338, 4.177, -2.531)
H (1.745, 4.901, -4.884)
H (3.874, 4.168, -5.983)
H (4.955, 1.874, -2.567)
H (2.916, 2.576, -1.402)

Its energy relative to the best compared isomer or geometry (same formula, charge and spin) is 0.00 kcal/mol. As for the LUMO energy: 0.53 eV. The highest occupied orbital energy is -0.2697 hartree. Its net charge is -1.

Here is 2 unconnected molecules or ions with the total composition C54H70N6 in a non-equilibrium geometry from the OMol25 dataset. Energies are from ωB97M-V/def2-TZVPD.

Element x y z (Å)
C (1.837, 11.920, -0.039)
N (2.645, 10.945, 0.661)
C (4.065, 11.244, 0.711)
C (2.223, 9.672, 0.924)
C (3.147, 8.712, 1.403)
C (2.809, 7.376, 1.473)
C (1.482, 6.921, 1.273)
C (1.071, 5.550, 1.622)
C (1.263, 5.152, 2.936)
C (0.275, 4.646, 3.824)
N (-0.455, 4.288, 4.672)
C (2.447, 5.442, 3.676)
N (3.411, 5.537, 4.333)
C (0.526, 7.921, 0.909)
C (0.857, 9.265, 0.818)
H (0.771, 11.783, 0.167)
H (2.148, 12.921, 0.291)
H (1.992, 11.817, -1.129)
H (4.460, 11.097, 1.728)
H (4.626, 10.575, 0.037)
H (4.228, 12.281, 0.397)
H (4.156, 9.009, 1.701)
H (3.611, 6.671, 1.698)
H (0.507, 4.955, 0.906)
H (-0.512, 7.599, 0.782)
H (0.078, 10.012, 0.640)
C (-2.643, 3.139, 2.922)
C (-3.505, 1.883, 2.822)
C (-3.861, 1.385, 4.224)
C (-2.764, 0.858, 1.972)
C (-2.059, -0.198, 2.558)
C (-1.202, -0.991, 1.790)
C (-0.203, -1.968, 2.401)
C (-0.593, -2.481, 3.782)
C (1.237, -1.457, 2.383)
C (-1.215, -0.839, 0.373)
C (-0.427, -1.704, -0.489)
N (-0.826, -2.983, -0.841)
C (-1.643, -3.831, 0.021)
C (-1.037, -4.813, 0.824)
C (0.451, -5.171, 0.666)
C (0.704, -6.091, -0.530)
C (1.063, -5.694, 1.962)
C (-1.848, -5.405, 1.807)
C (-3.171, -5.019, 2.019)
C (-3.747, -4.060, 1.189)
C (-3.003, -3.493, 0.150)
C (-3.623, -2.609, -0.924)
C (-4.812, -1.825, -0.397)
C (-3.955, -3.407, -2.183)
N (0.032, -3.486, -1.755)
N (0.943, -2.509, -2.024)
C (2.046, -2.887, -2.909)
C (3.262, -3.314, -2.330)
C (3.439, -3.447, -0.818)
C (4.298, -2.314, -0.281)
C (4.001, -4.821, -0.434)
C (4.318, -3.692, -3.166)
C (4.107, -3.815, -4.536)
C (2.824, -3.638, -5.056)
C (1.771, -3.200, -4.256)
C (0.375, -3.209, -4.897)
C (-0.462, -1.961, -4.620)
C (-0.402, -4.489, -4.562)
C (0.760, -1.419, -1.130)
C (1.525, -0.268, -0.892)
C (-1.941, 0.220, -0.236)
C (-1.904, 0.473, -1.753)
C (-1.049, 1.678, -2.153)
C (-3.293, 0.623, -2.367)
C (-2.688, 1.057, 0.588)
H (-2.382, 3.546, 1.938)
H (-3.123, 3.923, 3.516)
H (-1.707, 2.878, 3.425)
H (-4.423, 2.150, 2.279)
H (-4.398, 0.435, 4.188)
H (-2.957, 1.257, 4.828)
H (-4.492, 2.121, 4.728)
H (-2.148, -0.329, 3.642)
H (-0.222, -2.833, 1.724)
H (-1.617, -2.867, 3.769)
H (0.067, -3.297, 4.099)
H (-0.520, -1.681, 4.528)
H (1.519, -1.100, 1.386)
H (1.368, -0.625, 3.092)
H (1.932, -2.261, 2.665)
H (0.959, -4.219, 0.438)
H (0.722, -5.494, -1.446)
H (1.665, -6.603, -0.434)
H (-0.088, -6.842, -0.630)
H (0.996, -4.943, 2.760)
H (0.553, -6.610, 2.286)
H (2.125, -5.927, 1.819)
H (-1.423, -6.183, 2.429)
H (-3.748, -5.472, 2.830)
H (-4.780, -3.756, 1.347)
H (-2.831, -1.913, -1.206)
H (-4.531, -1.239, 0.488)
H (-5.208, -1.138, -1.150)
H (-5.609, -2.532, -0.133)
H (-3.068, -3.945, -2.546)
H (-4.739, -4.144, -1.953)
H (-4.304, -2.741, -2.982)
H (2.440, -3.370, -0.371)
H (3.858, -1.347, -0.545)
H (4.395, -2.362, 0.811)
H (5.299, -2.369, -0.727)
H (3.372, -5.617, -0.850)
H (5.019, -4.954, -0.825)
H (4.025, -4.948, 0.658)
H (5.299, -3.926, -2.737)
H (4.921, -4.108, -5.194)
H (2.630, -3.853, -6.113)
H (0.560, -3.236, -5.982)
H (0.124, -1.051, -4.789)
H (-1.357, -1.930, -5.256)
H (-0.801, -1.970, -3.580)
H (0.122, -5.369, -4.955)
H (-0.483, -4.590, -3.473)
H (-1.416, -4.468, -4.984)
H (2.430, -0.117, -1.455)
H (1.080, 0.456, -0.223)
H (-1.431, -0.408, -2.212)
H (0.009, 1.469, -1.971)
H (-1.181, 1.863, -3.225)
H (-1.348, 2.581, -1.604)
H (-3.914, -0.252, -2.154)
H (-3.793, 1.518, -1.976)
H (-3.199, 0.712, -3.456)
H (-3.191, 1.914, 0.129)

Its energy relative to the best compared isomer or geometry (same formula, charge and spin) is 3.53 kcal/mol. As for the LUMO energy: -1.15 eV. The highest occupied orbital energy is -0.2210 hartree.